No. 1
DFT (ωB97M-V/def2-TZVPD) results for a structure of composition C33H29F4IrN4O4S3Si at a distorted geometry.

The geometry in XYZ format:
```
79
Properties=species:S:1:pos:R:3:lowdin_charge:R:1
Ir -0.48922 -0.26410 -0.64483 0.737
C -1.92659 0.14356 2.37197 -0.200
N -1.00543 0.93854 1.59719 -0.243
C -1.52665 2.30036 1.48845 -0.086
C 0.34621 0.93488 2.14168 -0.188
C 1.04240 -0.39717 1.95306 -0.234
N 1.05992 -0.75581 0.53669 -0.168
C 2.14757 -1.57763 0.10832 -0.180
C 2.25787 -1.69263 -1.34114 -0.354
F 2.21043 -0.39468 -1.92632 -0.009
C 3.43670 -2.37549 -1.79586 -0.233
F 3.62504 -2.38001 -3.14421 0.045
C 4.32233 -3.01664 -0.98002 0.037
C 4.12824 -2.97790 0.38889 -0.260
F 4.98144 -3.64067 1.23595 0.012
C 3.07392 -2.24478 0.89946 -0.190
F 2.94914 -2.23715 2.26622 0.023
H -1.69254 0.20527 3.44170 0.121
H -2.24387 -1.31351 1.09389 -0.030
H -2.94186 0.50400 2.20226 0.143
H -1.58373 2.79531 2.47062 0.095
H -2.51941 2.28358 1.04288 0.076
H -0.87260 2.87803 0.83943 0.078
H 0.32667 1.21379 3.20992 0.127
H 0.92045 1.68340 1.59431 0.127
H 0.55134 -1.17301 2.55063 0.086
H 2.05431 -0.27567 2.33801 0.121
H 5.16992 -3.54091 -1.40081 0.129
S -2.72732 -0.92949 -0.89488 0.598
C -3.54251 0.62139 -1.10076 -0.706
C -4.93668 0.66391 -0.79928 -0.292
N -6.05372 0.63332 -0.51293 0.132
C -2.84076 1.69048 -1.54313 -0.776
S -1.14167 1.59750 -1.88949 0.564
C -3.48473 2.96449 -1.71375 -0.281
N -3.96683 4.00438 -1.81820 0.147
O -1.85133 -1.23932 2.01775 -0.176
Si -2.04464 -3.05054 2.90870 0.871
C -1.23308 -4.02510 1.61766 -0.235
C -1.99384 -4.94059 0.87464 -0.087
C -1.37690 -5.77493 -0.04205 -0.089
C -0.00427 -5.69693 -0.23906 -0.064
C 0.75514 -4.76764 0.45971 -0.033
C 0.14754 -3.94192 1.38983 -0.060
C -1.15296 -2.54467 4.43094 -0.245
C 0.05432 -3.13905 4.80614 -0.074
C 0.71234 -2.73222 5.95755 -0.065
C 0.16143 -1.74144 6.75532 -0.073
C -1.04949 -1.15534 6.40684 -0.072
C -1.69931 -1.54886 5.24958 -0.109
C -3.88251 -2.99544 2.96438 -0.245
C -4.55912 -3.25883 4.15993 -0.097
C -5.94561 -3.23704 4.20676 -0.085
C -6.67043 -2.94356 3.06136 -0.074
C -6.01318 -2.67483 1.86790 -0.058
C -4.62943 -2.70921 1.81579 -0.084
H -3.06555 -5.00342 1.02648 0.099
H -1.96832 -6.48114 -0.61098 0.109
H 0.47630 -6.33650 -0.96656 0.114
H 1.81926 -4.68306 0.27644 0.117
H 0.74694 -3.21996 1.92808 0.083
H 0.48002 -3.92809 4.19806 0.105
H 1.65171 -3.19290 6.23285 0.109
H 0.67700 -1.41976 7.65117 0.105
H -1.48230 -0.38866 7.03654 0.106
H -2.63412 -1.07653 4.96933 0.106
H -3.99886 -3.48691 5.06036 0.100
H -6.45665 -3.44759 5.13750 0.102
H -7.75217 -2.92279 3.09878 0.105
H -6.57325 -2.42232 0.97711 0.110
H -4.13714 -2.48806 0.87490 0.056
C -1.08094 -3.46135 -2.73382 -0.142
S 0.62725 -3.17569 -3.03602 0.538
O 0.73968 -2.48036 -4.28216 -0.275
O 1.37347 -4.39246 -2.84805 -0.290
O 0.87237 -2.22457 -1.81454 -0.298
H -1.59618 -2.50863 -2.82240 0.016
H -1.20521 -3.87935 -1.74053 0.036
H -1.42004 -4.15892 -3.49899 0.077
```

The calculation puts the energy above the lowest of the compared OMol25 structures with the same formula, charge and spin at 115.58 kcal per mole. Its net charge is -1. The multiplicity is 2. The expectation value of S² is 0.756.



No. 2
DFT (ωB97M-V/def2-TZVPD) results for an isolated molecule of C7H5N3O4 at a distorted geometry.

The geometry in XYZ format:
```
19
Properties=species:S:1:pos:R:3:nbo_charge:R:1
N -0.36379 -0.81822 3.62580 -0.284
C -0.50062 -0.90323 2.48688 0.243
C -0.39678 -0.92932 1.06106 -0.394
C 0.85020 -1.26206 0.62822 -0.129
C 1.40265 -1.06562 -0.71160 -0.194
C 1.49625 0.17380 -1.29577 -0.194
C 0.69702 1.24701 -0.73326 -0.091
C -0.56926 0.84072 -0.46912 0.109
N -1.34584 1.64382 0.41574 0.514
O -0.64055 2.06316 1.29792 -0.366
O -2.51335 1.79850 0.28771 -0.323
N -1.13836 -0.02333 -1.42626 0.486
O -0.79689 0.20924 -2.56423 -0.336
O -2.04140 -0.77831 -1.16760 -0.340
H -1.39170 -1.25031 0.44348 0.322
H 1.71558 -1.37766 1.34255 0.242
H 2.08684 -1.93758 -0.94931 0.241
H 2.26031 0.31152 -2.01153 0.238
H 1.18969 2.05787 -0.26068 0.257
```

The calculation puts the energy above the lowest of the compared OMol25 structures with the same formula, charge and spin at 116.03 kcal per mole. Its structure (SMILES) is N#C/C=C/C=C\C=C([N+](=O)[O-])[N+](=O)[O-].



No. 3
DFT (ωB97M-V/def2-TZVPD) results for a cluster of 8 separate species, H14IO7 in total.

The geometry in XYZ format:
```
22
Properties=species:S:1:pos:R:3:nbo_charge:R:1
I -0.01412 0.19373 -0.28381 -0.926
O 3.44974 -1.14773 -1.14558 -0.961
H 3.44442 -1.95124 -0.61712 0.460
H 2.58273 -0.74388 -0.97266 0.492
O -1.21112 -2.45716 -2.52569 -0.961
H -1.75807 -2.07358 -3.21791 0.458
H -1.18463 -1.77344 -1.83253 0.492
O -3.75660 0.99052 -1.12215 -0.957
H -2.89262 0.79071 -0.72864 0.492
H -3.54059 1.38494 -1.97274 0.460
O 2.17894 0.76980 2.51300 -0.968
H 1.53239 0.59379 1.80073 0.484
H 2.80702 1.37866 2.11187 0.461
O -2.04082 0.90399 2.74066 -0.975
H -1.46111 0.85420 1.96219 0.484
H -1.65988 0.24585 3.32587 0.479
O -0.02757 -1.20438 3.11249 -0.956
H 0.52344 -1.20277 2.31476 0.490
H -0.19828 -2.13550 3.29212 0.463
O 1.10070 2.06651 -3.29268 -0.961
H 0.99679 2.97354 -2.98986 0.458
H 1.12921 1.54342 -2.47234 0.493
```

The calculation puts the energy above the lowest of the compared OMol25 structures with the same formula, charge and spin at 5.86 kcal per mole. Its net charge is -1.



No. 4
DFT (ωB97M-V/def2-TZVPD) results for a structure of composition C40H62BN5OPdS2Si4Te2.

The geometry in XYZ format:
```
118
Properties=species:S:1:pos:R:3:lowdin_charge:R:1
Pd 0.80419 0.06102 0.61784 0.152
C -3.04639 -3.36005 0.52372 -0.030
N -1.60552 -3.52695 0.50123 -0.118
C -0.92910 -4.67146 0.12753 -0.045
C 0.38364 -4.39695 0.25690 -0.062
N 0.52302 -3.09330 0.69653 -0.007
B 1.89268 -2.46874 1.13107 -0.464
N 2.86731 -2.21493 -0.08133 -0.005
C 3.45796 -3.21898 -0.82292 -0.063
C 4.33403 -2.66300 -1.68421 -0.044
N 4.28672 -1.30072 -1.46514 -0.121
C 5.11044 -0.31063 -2.13456 -0.030
C 3.41167 -1.04389 -0.46715 -0.736
S 3.15565 0.52281 0.20131 0.592
C -0.71236 -2.57625 0.85318 -0.724
S -1.18736 -1.01961 1.41726 0.642
H -3.50586 -4.32003 0.30253 0.096
H -3.35374 -2.62698 -0.22136 0.075
H -3.36713 -3.01935 1.50583 0.086
H -1.44341 -5.56577 -0.17525 0.127
H 1.23274 -5.03660 0.10136 0.117
H 1.68450 -1.40698 1.69648 0.038
H 2.43434 -3.25472 1.86301 0.094
H 3.21592 -4.25436 -0.66896 0.118
H 4.98005 -3.09943 -2.42464 0.129
H 5.41205 -0.70703 -3.10121 0.092
H 5.99359 -0.07929 -1.54023 0.100
H 4.52992 0.59836 -2.27293 0.069
C -2.59080 -4.00823 -3.41158 -0.207
Si -2.73999 -2.30667 -4.18508 0.349
C -3.88147 -1.24482 -3.15007 -0.206
C -3.39439 -2.44220 -5.93798 -0.209
Si -0.62349 -1.30371 -4.34141 0.228
Te 0.28549 -0.66606 -2.06616 1.128
Si -0.57891 0.65249 -5.63836 0.340
C -2.00445 1.73948 -5.08046 -0.201
C 1.04651 1.55604 -5.36913 -0.220
C -0.74798 0.24070 -7.45968 -0.207
Si 1.08467 -2.84092 -4.86674 0.325
C 1.16405 -4.18093 -3.55743 -0.209
C 0.71989 -3.59143 -6.54311 -0.203
C 2.73059 -1.93172 -4.90078 -0.211
H -3.58305 -4.42246 -3.21385 0.039
H -2.04018 -3.96811 -2.46813 0.006
H -2.06916 -4.70008 -4.07584 0.026
H -4.86510 -1.71437 -3.06484 0.043
H -4.01409 -0.25230 -3.58530 0.029
H -3.47264 -1.10411 -2.14845 -0.005
H -4.35370 -2.96611 -5.94422 0.038
H -2.70987 -2.99147 -6.58771 0.026
H -3.55498 -1.45463 -6.37565 0.022
H -1.98974 1.90013 -3.99975 0.010
H -2.96546 1.28276 -5.32822 0.028
H -1.96514 2.71497 -5.57237 0.038
H 1.31048 1.61339 -4.31042 -0.009
H 0.97241 2.57256 -5.76566 0.033
H 1.86641 1.05744 -5.88950 0.023
H -1.65556 -0.32671 -7.67207 0.021
H 0.10399 -0.34759 -7.80716 0.023
H -0.78037 1.15787 -8.05336 0.037
H 0.23460 -4.74942 -3.50616 0.017
H 1.34938 -3.76229 -2.56502 -0.010
H 1.97541 -4.87859 -3.78366 0.043
H -0.19429 -4.18841 -6.51466 0.027
H 1.53595 -4.24825 -6.85450 0.038
H 0.59479 -2.82488 -7.31003 0.021
H 2.91575 -1.40184 -3.96141 0.000
H 2.76221 -1.19531 -5.70611 0.024
H 3.55137 -2.63699 -5.05810 0.038
C -1.08842 8.93412 -1.90699 -0.035
C -0.61186 7.54301 -1.60215 -0.243
C 0.19286 6.84775 -2.49441 -0.003
C 0.63270 5.55696 -2.22917 -0.309
C 1.50487 4.86996 -3.25323 -0.082
C 0.24788 4.95345 -1.02168 -0.344
Te 1.07865 3.03607 -0.68806 1.773
N -0.44795 1.91086 -0.28340 -0.310
C -1.45626 1.47626 -0.99765 -0.592
O -1.45508 0.39250 -1.69276 -0.425
C -2.79557 2.12881 -0.97287 -0.154
C -2.94499 3.45509 -1.35833 -0.027
C -4.20411 4.03484 -1.35025 -0.059
C -5.30523 3.29943 -0.93437 -0.067
C -5.15154 1.97662 -0.54094 -0.056
C -3.90012 1.38300 -0.57277 -0.020
C 1.67272 3.34230 1.30012 -0.429
C 0.98871 2.73473 2.34234 -0.153
C 1.43420 2.92330 3.63956 -0.054
C 2.54957 3.71601 3.87402 -0.049
C 3.21986 4.31492 2.81973 -0.027
C 2.79968 4.13465 1.50415 -0.308
C 3.53570 4.79675 0.37092 -0.058
C -0.57487 5.62603 -0.10265 -0.282
C -1.04872 5.03114 1.19473 -0.040
C -0.98625 6.91339 -0.42074 -0.001
H -0.61079 9.33220 -2.80026 0.079
H -0.87835 9.60697 -1.07518 0.088
H -2.16783 8.94289 -2.06751 0.090
H 0.48571 7.32036 -3.42483 0.121
H 1.60340 5.49495 -4.13857 0.087
H 1.08957 3.91294 -3.57601 0.044
H 2.51354 4.68431 -2.87586 0.073
H -2.08753 4.03127 -1.68075 0.101
H -4.32325 5.06273 -1.66724 0.109
H -6.28565 3.75683 -0.91863 0.109
H -6.00936 1.40536 -0.21185 0.111
H -3.76398 0.35391 -0.26479 0.102
H 0.10730 2.13470 2.14899 0.081
H 0.91262 2.45035 4.46044 0.116
H 2.90327 3.86418 4.88569 0.113
H 4.09418 4.92436 3.01225 0.119
H 4.53441 5.09649 0.68276 0.090
H 3.00797 5.68881 0.02361 0.090
H 3.66682 4.12412 -0.48399 0.054
H -1.18964 3.95461 1.13075 0.053
H -2.00223 5.47639 1.47674 0.091
H -0.33535 5.23393 1.99589 0.093
H -1.62723 7.43870 0.27922 0.130
```

The calculation puts the energy above the lowest of the compared OMol25 structures with the same formula, charge and spin at 19.68 kcal per mole. Its net charge is +1. The multiplicity is 2. The expectation value of S² is 0.754.



| no. | total energy (hartree) |
| --- | --- |
| 1 | -3782.72920 |
| 2 | -734.60283 |
| 3 | -832.89873 |
| 4 | -4553.53062 |